(1)
DFT (wB97M-V/def2-TZVPD) results for a molecular structure, C14H28IO5PPd.

As for the total charge: 0. For the lowest unoccupied orbital energy, the calculation gives 0.420 eV. Its total energy is -1693.4130 Eh. The HOMO-LUMO gap comes out at 8.801 eV.

The geometry in XYZ format:
```
50
Properties=species:S:1:pos:R:3:forces:R:3:lowdin_charge:R:1
I 2.785184 0.361297 2.249450 -0.04 -0.02 -0.02 0.680
Pd 0.428115 -0.255495 -0.251278 0.04 -0.13 -0.03 0.705
P 0.588142 -2.453993 -0.477795 0.00 -0.04 -0.04 1.000
O -1.432914 3.398808 1.620374 0.01 -0.08 0.04 0.136
O 0.125146 1.931259 -1.247893 0.08 0.06 0.01 -0.188
O -1.548830 -0.265602 -1.009150 0.04 -0.05 0.08 -0.163
O -2.780441 0.499344 -2.714494 0.02 -0.09 -0.02 0.044
O -0.523694 1.369579 1.354510 -0.02 0.07 0.05 0.044
C -1.195969 -4.646429 -0.384756 0.02 -0.01 0.01 -0.105
C 1.651831 -3.556026 0.559521 -0.01 -0.02 0.00 -0.515
C -1.858696 -2.605610 0.959266 0.02 0.01 -0.01 -0.103
C -0.700152 1.531656 -2.355898 0.07 -0.01 -0.06 -0.099
C 1.321456 -3.431854 2.047412 0.01 0.01 0.01 -0.109
C -1.788496 0.507639 -2.003563 -0.16 0.15 0.00 -0.656
C -0.422873 2.956469 -0.456633 0.02 -0.06 -0.03 -0.096
C -0.116676 -2.844099 -3.172546 0.01 0.01 -0.01 -0.100
C -1.123869 -3.123350 -0.280506 0.02 -0.01 0.03 -0.526
C -0.797140 2.455284 0.916968 0.00 0.08 0.07 -0.483
C 1.075005 -2.887435 -2.212102 -0.03 -0.02 -0.03 -0.515
C 2.360392 -0.018129 0.173277 -0.07 0.07 0.08 -0.806
C 3.158672 -3.426730 0.335669 0.00 0.00 0.01 -0.106
C 2.160786 -1.938597 -2.727789 0.01 -0.02 0.00 -0.126
H 0.350140 -3.857864 2.285936 -0.03 0.00 0.01 0.054
H -1.156385 2.406134 -2.818709 -0.01 0.00 -0.01 0.127
H 3.438586 -3.468822 -0.715849 0.01 0.01 -0.02 0.063
H -0.795138 -5.128252 0.508999 0.00 -0.01 0.01 0.072
H -1.606283 3.037840 2.504642 0.01 0.02 -0.05 0.141
H -1.443722 -2.992366 1.888022 0.01 -0.02 0.01 0.058
H 1.752333 -0.931195 -2.832458 0.00 0.00 0.00 0.063
H 2.070392 -3.970074 2.632336 0.00 0.00 -0.01 0.084
H 3.656154 -4.258785 0.838669 -0.01 0.00 -0.01 0.085
H 2.502832 -2.272720 -3.709310 0.00 0.00 0.00 0.083
H -2.238685 -4.955141 -0.479217 0.00 0.01 0.00 0.086
H -0.648353 -1.892581 -3.099762 0.00 0.01 -0.01 0.074
H -1.852009 -1.518347 0.996996 0.01 -0.01 -0.01 0.052
H -0.834727 -3.642579 -2.992843 0.00 0.02 0.00 0.069
H -1.638670 -2.677836 -1.132868 0.00 0.01 -0.01 0.085
H 1.365483 -4.558638 0.222268 -0.02 0.02 -0.02 0.099
H -0.023053 1.067700 -3.075473 0.01 0.03 -0.01 0.127
H 0.245368 -2.947451 -4.197189 0.00 0.00 0.00 0.084
H 3.094102 -0.755073 -0.123194 -0.01 -0.03 0.01 -0.080
H 3.027967 -1.870089 -2.072670 -0.01 -0.02 0.00 0.050
H 3.551628 -2.512141 0.775949 0.00 0.05 0.00 0.048
H 0.326395 3.741087 -0.317940 -0.02 0.01 0.00 0.152
H -2.900934 -2.927630 0.903560 0.01 0.00 0.00 0.087
H 1.473654 -3.907568 -2.179518 0.01 0.00 0.00 0.111
H 2.594771 0.924485 -0.325724 0.01 0.00 -0.03 -0.032
H -0.656582 -5.038145 -1.249992 0.00 0.00 0.02 0.068
H 1.332444 -2.390651 2.372163 0.01 0.01 0.00 0.029
H -1.300590 3.408418 -0.922466 -0.02 0.00 0.00 0.148
```
Positions in Å, forces in eV/Å.



(2)
DFT (wB97M-V/def2-TZVPD) results for a molecular structure, F10KN5O20S10 in a non-equilibrium geometry.

As for the total charge: -4. For the lowest unoccupied orbital energy, the calculation gives 7.752 eV. Its total energy is -7359.0206 Eh. The HOMO-LUMO gap comes out at 8.405 eV.

The geometry in XYZ format:
```
46
Properties=species:S:1:pos:R:3:forces:R:3:lowdin_charge:R:1
K -0.185815 -0.095521 0.183229 0.28 0.01 -0.15 0.752
S 1.723399 -2.523512 -4.101383 -2.13 -2.45 -2.02 0.493
S 0.793033 1.421543 3.687649 2.24 -2.53 -0.43 0.442
S 2.722257 -2.599538 -1.924398 0.97 -0.88 5.42 0.434
S -3.196377 0.973648 -1.566697 0.24 -2.57 -4.20 0.414
S -2.309830 -3.229953 0.945944 -5.69 1.77 -1.54 0.414
S -0.876521 3.241712 3.846832 -1.71 0.78 -1.28 0.496
S -0.073080 -3.481362 1.789595 2.36 1.81 0.71 0.499
S -3.733955 2.617971 0.150379 0.87 -0.30 4.94 0.524
S 1.878388 2.017198 -2.478073 -3.55 -0.22 -1.39 0.497
S 3.181662 1.718255 -0.467462 2.79 -1.14 5.31 0.424
F 0.401769 1.566702 -2.854225 -0.16 0.28 0.28 -0.192
F -3.316133 -2.024841 0.559616 0.02 -0.11 0.32 -0.220
F 1.149020 0.187455 2.706843 -0.64 0.36 0.14 -0.241
F -1.020051 4.357937 2.726814 -0.04 -0.13 0.02 -0.190
F 3.021185 -3.685352 -0.747513 0.20 -0.08 -0.71 -0.228
F -3.698470 2.152445 1.692670 -0.15 0.45 -0.06 -0.219
F 0.922529 -3.578523 -5.057336 0.21 -0.16 0.21 -0.254
F 1.046722 -2.450750 2.192342 0.04 0.11 0.23 -0.183
F -1.968349 0.073550 -2.060140 0.08 -0.15 0.78 -0.219
F 2.923675 1.871570 1.111067 -0.17 0.15 -0.21 -0.216
O 0.697014 -1.583547 -3.829753 0.23 0.57 0.24 -0.260
O 4.039344 2.847359 -0.703834 -0.50 0.24 -1.06 -0.302
O 0.449081 -4.092517 0.620582 -0.43 -0.10 -0.47 -0.265
O 0.424403 0.775426 4.914480 -0.21 0.15 0.03 -0.300
O -5.115602 2.407604 -0.142705 0.10 -0.18 -1.17 -0.292
O -3.280942 1.887449 -2.678016 -0.09 0.81 0.77 -0.306
O 2.016921 2.145529 3.663471 0.09 0.45 0.29 -0.290
O 1.918463 3.395025 -2.853714 0.25 0.26 0.38 -0.295
O 0.044177 3.823238 4.772741 0.76 -0.29 -0.11 -0.310
O -2.197528 3.099674 4.369865 -0.23 -0.49 -0.33 -0.299
O -3.060705 -3.948881 1.940520 0.44 -0.56 -0.13 -0.311
O -4.291629 0.059211 -1.483331 0.12 -0.10 0.49 -0.289
O 4.026978 -2.166923 -2.285103 0.27 0.19 -0.60 -0.274
O 3.794726 0.429786 -0.503629 0.05 0.07 -0.77 -0.275
O -0.196848 -4.328652 2.933549 -0.74 0.26 0.34 -0.290
O 2.821100 -2.193293 -4.945329 0.49 0.28 0.11 -0.294
O 1.876065 -1.714683 -1.181971 -0.23 0.34 -0.81 -0.321
O -2.153472 -3.808789 -0.348040 0.76 -0.66 0.24 -0.273
O -3.278853 3.964211 0.241199 0.43 0.05 -0.98 -0.277
O 2.632316 1.102970 -3.267133 0.97 -0.10 0.72 -0.260
N -1.248713 -2.263475 1.543419 3.03 -3.10 0.52 -0.311
N -2.583607 1.469304 -0.218493 -2.00 2.12 -0.75 -0.296
N -0.401037 2.010082 2.844895 -0.31 1.87 2.13 -0.260
N 2.011253 -3.606317 -2.895523 -0.08 2.05 -2.00 -0.267
N 1.672059 1.759557 -0.843898 0.75 0.81 -3.46 -0.306
```
Positions in Å, forces in eV/Å.



(3)
DFT (wB97M-V/def2-TZVPD) results for C4H10O2 in the gas phase in a non-equilibrium geometry.

As for the SMILES: OCCCCO. As for the total charge: 0. For the lowest unoccupied orbital energy, the calculation gives 0.940 eV. Its total energy is -308.8562 Eh. The HOMO-LUMO gap comes out at 11.197 eV.

The geometry in XYZ format:
```
16
Properties=species:S:1:pos:R:3:forces:R:3:lowdin_charge:R:1
O 3.034671 -0.644955 -0.337083 -0.86 -0.29 -0.74 -0.101
O -2.979075 0.391816 0.283698 0.12 0.63 0.48 -0.068
C -0.678262 -0.182898 0.310654 -0.89 0.36 0.59 -0.198
C 1.633519 -1.071031 -0.190735 1.57 0.47 -0.05 -0.243
C -1.685480 0.971790 0.165385 1.06 -0.80 -1.15 -0.278
C 0.778164 0.147289 0.086045 0.41 0.60 -0.68 -0.212
H -3.550962 1.109044 0.567331 -0.35 -0.16 -0.03 0.081
H -0.893302 -0.612539 1.292254 0.30 -0.24 -0.02 0.120
H -1.001417 -0.905423 -0.443322 0.11 -0.19 0.09 0.118
H -1.567413 1.358869 -0.856005 -0.04 0.23 0.08 0.113
H 3.184574 -0.552061 -1.291014 0.10 0.08 0.49 0.078
H 1.321614 -1.583419 -1.101952 -0.13 -0.16 0.10 0.116
H 1.334794 0.742897 0.815366 -0.60 -0.19 0.60 0.120
H -1.465242 1.788456 0.848675 -0.28 0.01 0.38 0.118
H 1.702075 -1.776119 0.637393 -0.55 -0.01 0.03 0.118
H 0.831742 0.818285 -0.786691 0.03 -0.34 -0.18 0.118
```
Positions in Å, forces in eV/Å.